[1]
This record from OMol25 describes a molecular structure, C15H12CeN2O6S in a non-equilibrium geometry. The level of theory is ωB97M-V/def2-TZVPD.

Positions of all 37 atoms, in Å:
Ce -0.1755 -4.5989 -0.2343
O 2.1082 -5.8152 2.0494
S 1.5071 -4.5985 1.4483
O 2.1073 -3.3809 2.0484
O 2.1690 -4.5989 -0.1592
O -0.1004 -4.5989 2.1102
O -2.4340 -2.5703 -0.1547
C -1.4466 -1.8463 -0.2070
N -1.5640 -0.4974 -0.2336
C -0.3031 0.1778 -0.2355
C 0.5786 -1.1011 -0.2192
O 1.8099 -1.0782 -0.1827
N -0.1755 -2.2100 -0.2343
C -0.2161 1.0376 1.0424
C 0.3385 0.5380 2.2343
C 0.3742 1.3121 3.3975
C -0.1519 2.6008 3.3962
C -0.7238 3.1125 2.2348
C -0.7655 2.3356 1.0736
C -0.0525 0.9690 -1.5360
C -0.9807 0.9949 -2.5930
C -0.7260 1.7234 -3.7581
C 0.4630 2.4361 -3.8913
C 1.4033 2.4128 -2.8645
C 1.1502 1.6823 -1.7013
H -2.4552 -0.0541 -0.1005
H 0.7433 -0.4732 2.2673
H 0.8094 0.8967 4.3018
H -0.1232 3.1996 4.3011
H -1.1435 4.1140 2.2291
H -1.2297 2.7507 0.1815
H -1.9034 0.4223 -2.5254
H -1.4530 1.7162 -4.5650
H 0.6647 2.9922 -4.8015
H 2.3427 2.9472 -2.9691
H 1.9048 1.6485 -0.9160
H -2.3497 -4.5989 -0.2343

Values from the calculation:
**HOMO level (spin up / spin down)**: -9.19 / -9.19 eV
**Multiplicity**: 1
**Total charge**: 0
**E_LUMO (spin up / spin down)**: -0.11051 / -0.11028 hartree
**M**: 488.45 g mol⁻¹

***

[2]
This record from OMol25 describes 2 unconnected molecules or ions with the total composition C6H13NO in a non-equilibrium geometry. The level of theory is ωB97M-V/def2-TZVPD.

Positions of all 21 atoms, in Å:
C 1.6224 -0.1389 0.6903
C 2.4432 -1.3654 0.4962
C 0.4865 -0.2625 1.5766
N -0.7943 0.0899 1.0266
C -1.5155 1.0569 0.2207
C -1.1156 1.0058 -1.2593
C -1.0979 -0.3449 -1.9754
O 0.4539 -0.8053 2.6709
H 1.5810 0.7503 0.0646
H 0.6637 1.4868 2.3086
H 1.9740 -2.1310 1.1154
H 2.2540 -1.7763 -0.4989
H 3.5091 -1.2732 0.7389
H -1.4707 -0.2589 1.6886
H -2.5883 0.8643 0.3460
H -1.3632 2.1048 0.5281
H -1.7561 1.6781 -1.8378
H -0.1187 1.4587 -1.3283
H -2.0285 -0.8967 -1.8102
H -0.1998 -0.9159 -1.6901
H -0.9393 -0.3265 -3.0716

Values from the calculation:
**HOMO level**: -7.99 eV
**Energy above the lowest of the compared OMol25 structures with the same formula, charge and spin**: 6.852 eV
**Multiplicity**: 1
**Total charge**: 0
**E_LUMO**: -0.07618 hartree
**M**: 115.18 g mol⁻¹

***

[3]
This record from OMol25 describes a single C6H10N2O2 molecule in a non-equilibrium geometry. The level of theory is ωB97M-V/def2-TZVPD.

Positions of all 20 atoms, in Å:
C -0.5374 -1.6631 -2.3658
C 0.1224 -0.5849 -1.5321
O 0.8815 0.2983 -1.8412
N -0.2864 -0.6095 -0.2520
N -1.0903 -1.5262 0.3188
C -1.4620 -1.1213 1.4381
O -1.0114 0.1449 1.8006
C 0.0415 0.4961 0.9487
C 1.3343 0.1173 1.6860
C -0.1635 1.9048 0.4749
H -1.4948 -2.0652 -1.7571
H 0.1139 -2.5661 -2.5569
H -0.6849 -1.1524 -3.3309
H -2.1929 -1.4745 2.1491
H 1.4362 -0.9723 1.8947
H 0.9346 0.5636 2.6686
H 2.3054 0.4361 1.4303
H -0.7052 1.9984 -0.4744
H 0.7554 2.4043 0.2348
H -0.6644 2.5765 1.1931

Values from the calculation:
**HOMO level**: -8.75 eV
**Energy above the lowest of the compared OMol25 structures with the same formula, charge and spin**: 2.485 eV
**SMILES**: CC(=O)N1N=COC1(C)C
**Multiplicity**: 1
**Total charge**: 0
**E_LUMO**: 0.03137 hartree
**M**: 142.16 g mol⁻¹

***

[4]
This record from OMol25 describes a molecular structure, C27H27BrClN5O3ReS. The level of theory is ωB97M-V/def2-TZVPD.

Positions of all 66 atoms, in Å:
Re 0.0854 0.2457 -0.2454
O -1.8896 3.2815 1.5617
C -1.2003 2.6349 0.8323
O -0.8708 1.3704 1.0592
C -0.6434 3.1297 -0.4736
C -0.8622 4.4278 -0.8833
C -0.3415 4.8334 -2.1053
C 0.3554 3.9051 -2.8594
C 0.5250 2.6186 -2.3742
N 0.0558 2.2239 -1.1866
H -1.4337 5.0853 -0.2431
H -0.4851 5.8439 -2.4620
H 0.7705 4.1633 -3.8230
H 1.0568 1.8865 -2.9645
N 4.9679 0.8969 5.0243
C 4.8171 1.6773 3.9451
S 5.8212 2.9075 3.5371
C 3.6870 1.3246 3.0446
C 3.3699 0.0040 2.7320
C 2.3670 -0.2509 1.8203
N 1.6473 0.7103 1.2198
C 1.9504 1.9782 1.5363
C 2.9478 2.3241 2.4201
H 5.7200 1.1021 5.6653
H 4.2440 0.2696 5.3345
H 3.9255 -0.8244 3.1496
H 2.1415 -1.2699 1.5354
H 1.3835 2.7531 1.0405
H 3.1777 3.3631 2.6078
Br -2.0340 -5.1577 -0.0364
C -1.4613 -3.6604 0.9485
C -1.5543 -3.6124 2.3338
C -1.1310 -2.4611 2.9787
C -0.6138 -1.4156 2.2374
N -0.4977 -1.4775 0.8998
C -0.9413 -2.5762 0.2711
H -1.9596 -4.4489 2.8866
H -1.2050 -2.3681 4.0525
H -0.3050 -0.4921 2.7048
H -0.8592 -2.5897 -0.8065
Cl -0.5429 -4.9331 -3.8949
C 0.1702 -3.5495 -3.1836
C -0.0940 -2.2894 -3.7221
C 0.4595 -1.1717 -3.1361
C 1.2843 -1.2799 -2.0032
C 1.8677 -0.1066 -1.3230
C 1.5546 -2.5678 -1.5032
C 1.0138 -3.6947 -2.0849
H -0.7128 -2.2074 -4.6050
H 0.2493 -0.1986 -3.5639
H 2.2253 0.6992 -1.9584
H 2.7063 -0.4200 -0.7043
H 2.2192 -2.6805 -0.6547
H 1.2402 -4.6816 -1.7057
C -3.9165 0.1439 0.2339
N -3.8626 -0.3075 -1.1516
C -5.1494 -0.5903 -1.7862
C -2.7487 -0.4046 -1.8304
O -1.6058 -0.1173 -1.4187
H -4.3625 -0.6391 0.8460
H -4.5394 1.0363 0.3012
H -2.9194 0.3735 0.6021
H -5.6638 0.3423 -2.0149
H -5.7596 -1.1753 -1.1005
H -5.0015 -1.1617 -2.6990
H -2.8396 -0.7748 -2.8545

Values from the calculation:
**HOMO level (spin up / spin down)**: -12.90 / -12.90 eV
**Energy above the lowest of the compared OMol25 structures with the same formula, charge and spin**: 0.000 eV
**Multiplicity**: 2
**Total charge**: +2
**E_LUMO (spin up / spin down)**: -0.25135 / -0.25364 hartree
**M**: 803.18 g mol⁻¹